Entry 1:
A cluster of 5 separate species, C37H44F3N3O13P in total, computed with ωB97M-V with the def2-TZVPD basis set.

Each line ends with the Mulliken charge.
Positions of all 101 atoms, in Å:
C 6.05 4.20 1.01  -0.59
C 4.89 3.55 0.04  0.47
C 5.01 3.42 -1.62  -0.52
C 3.78 2.79 -2.56  -0.56
C 2.36 2.23 -1.88  0.49
C 1.12 1.63 -2.83  -0.91
C -0.22 1.40 -1.92  0.14
C -1.25 2.66 -1.59  0.73
C -0.81 4.12 -2.29  -0.03
O -1.37 4.44 -3.48  -0.66
O 0.17 4.93 -1.56  -0.68
C -2.60 2.49 -0.69  0.34
C -3.55 3.85 -0.45  -0.85
N -4.25 4.11 -1.77  -0.42
C -2.98 1.00 -0.08  0.54
C -4.33 0.73 0.84  -0.42
C -5.73 0.89 -0.05  -0.54
C -6.72 -0.43 0.07  0.76
F -6.74 -0.92 1.50  -0.28
F -6.17 -1.48 -0.86  -0.27
F -8.15 -0.15 -0.27  -0.28
C -1.94 -0.22 -0.43  -0.76
C -0.58 -0.09 -1.33  0.12
C 0.17 -1.54 -1.48  0.45
O 1.30 -1.72 -2.17  -0.61
N -0.76 -2.48 -0.75  0.16
P -0.05 -3.92 0.03  -0.03
N 1.52 -4.40 -0.68  -0.33
O 0.36 -3.54 1.72  -0.49
C -1.95 -1.82 -0.03  -0.10
O -2.79 -2.50 0.80  -0.55
C 2.25 2.34 -0.22  -0.01
C 3.47 2.97 0.70  -0.54
H 6.45 3.34 1.70  0.23
H 6.99 4.59 0.40  0.20
H 5.63 5.04 1.72  0.11
H 5.98 3.81 -2.18  0.16
H 3.85 2.69 -3.73  0.22
H 1.51 0.64 -3.32  0.44
H 0.88 2.37 -3.73  0.38
H -4.29 3.72 0.47  0.19
H -2.79 4.72 -0.16  0.49
H -4.43 5.13 -1.92  0.23
H -5.16 3.57 -1.82  0.16
H -4.26 -0.29 1.39  0.39
H -4.35 1.62 1.64  0.29
H -6.38 1.82 0.30  0.24
H -5.36 1.05 -1.17  0.28
H 2.15 -4.86 0.01  0.32
H 1.38 -5.04 -1.50  0.23
H 0.74 -2.61 1.65  0.31
H 1.29 1.97 0.36  0.19
H 3.38 3.07 1.88  0.19
O -7.22 2.21 -5.38  -0.61
C -7.70 1.21 -4.88  0.45
O -7.73 0.96 -3.54  -0.29
C -8.26 -0.34 -3.31  -0.23
C -9.05 -0.67 -4.55  -0.56
C -8.29 0.05 -5.63  -0.36
H -7.42 -1.03 -3.15  0.19
H -8.89 -0.34 -2.42  0.25
H -9.14 -1.75 -4.73  0.35
H -10.06 -0.25 -4.47  0.27
H -7.48 -0.56 -6.04  0.25
H -8.95 0.40 -6.43  0.28
O 3.25 -5.98 0.08  -0.66
C 4.39 -6.06 -0.36  0.50
O 5.37 -5.14 -0.11  -0.33
C 6.54 -5.49 -0.85  -0.41
C 6.40 -6.96 -1.14  -0.50
C 4.90 -7.14 -1.26  -0.40
H 6.56 -4.89 -1.77  0.27
H 7.43 -5.27 -0.26  0.30
H 6.95 -7.28 -2.03  0.32
H 6.77 -7.54 -0.29  0.26
H 4.55 -6.95 -2.28  0.27
H 4.59 -8.12 -0.92  0.30
O 7.02 4.81 3.44  -0.54
C 7.10 5.94 3.91  0.49
O 6.07 6.83 3.94  -0.33
C 6.55 8.08 4.46  -0.42
C 7.79 7.74 5.24  -0.48
C 8.34 6.55 4.48  -0.40
H 6.76 8.74 3.61  0.26
H 5.78 8.53 5.09  0.30
H 8.49 8.57 5.32  0.31
H 7.52 7.42 6.25  0.26
H 9.00 6.87 3.66  0.26
H 8.86 5.86 5.14  0.29
O -2.68 -6.44 6.22  -0.61
C -2.59 -6.44 5.01  0.50
O -2.85 -7.52 4.21  -0.35
C -2.54 -7.19 2.86  -0.49
C -2.59 -5.68 2.80  0.23
C -2.14 -5.28 4.18  -0.34
H -1.54 -7.58 2.62  0.27
H -3.27 -7.65 2.19  0.30
H -1.98 -5.26 1.99  -0.22
H -3.63 -5.35 2.64  0.22
H -1.05 -5.19 4.24  0.23
H -2.62 -4.35 4.50  0.27

Values from the calculation:
net charge	-1
M	826.7	g mol⁻¹
strongest force on any atom	8.7	eV/A
gap between HOMO and LUMO	6.028	eV

Entry 2:
A cluster of 3 separate species, C37H44F4IN2O15P2S in total, computed with ωB97M-V with the def2-TZVPD basis set.

Each line ends with the Mulliken charge.
Positions of all 106 atoms, in Å:
C 7.16 -1.53 0.15  -0.98
C 5.91 -0.90 -0.73  -0.05
C 4.49 -1.71 -0.57  -0.80
C 3.21 -0.72 -0.18  -0.39
C 2.71 0.19 -1.48  -0.29
C 2.82 1.79 -1.12  -0.01
C 1.68 2.73 -1.85  -2.21
I 2.23 2.28 -3.99  0.12
O 0.41 2.09 -1.67  0.75
C -0.26 2.71 -0.55  -0.44
F 0.49 2.61 0.77  -0.44
O -1.45 1.85 -0.25  -0.13
C -1.09 0.46 -0.04  0.52
C -1.89 -0.17 1.29  -0.96
C -0.70 4.29 -0.90  1.25
C -1.09 4.76 0.64  -1.13
C -2.11 5.98 0.87  -0.43
C -3.31 5.59 1.98  0.45
O -3.06 5.15 3.22  -0.53
O -4.74 5.70 1.55  -0.47
C -2.14 4.21 -1.61  -1.07
C -2.53 3.40 -2.93  0.13
C -3.38 4.26 -4.10  -0.44
C -3.89 3.64 -5.52  -0.54
C -3.65 2.07 -5.91  -0.57
C -2.83 1.16 -4.80  0.34
C -2.57 -0.46 -5.10  -0.99
C -2.31 1.85 -3.38  0.09
N 0.42 5.09 -1.61  1.66
N 0.23 4.79 -2.93  -0.70
C -0.21 5.59 -3.85  0.58
O -0.67 6.66 -4.57  -0.46
C 0.46 6.54 -1.29  0.64
F 0.75 7.03 0.08  -0.22
F 1.46 7.37 -2.05  -0.18
F -0.82 7.31 -1.56  -0.23
C 1.80 4.36 -1.51  0.63
P 2.80 4.74 0.09  0.07
S 3.91 6.39 -0.13  -0.24
P 3.08 4.76 -2.83  0.80
O 2.87 5.82 -4.07  -0.45
O 4.68 4.30 -2.56  -0.54
H 8.12 -1.44 -0.54  0.26
H 7.04 -2.66 0.43  0.31
H 7.37 -0.88 1.11  0.26
H 5.81 0.25 -0.47  0.04
H 6.22 -1.00 -1.87  0.26
H 4.62 -2.44 0.35  0.41
H 4.26 -2.34 -1.52  0.28
H 3.57 -0.08 0.73  0.32
H 2.30 -1.38 0.22  -0.02
H 1.68 -0.17 -1.89  0.19
H 3.50 -0.04 -2.34  0.51
H 3.94 2.08 -1.42  -0.07
H 2.81 1.86 0.06  0.31
H -1.48 -0.21 -0.95  0.14
H 0.04 0.20 0.08  -0.16
H -2.33 -1.23 0.97  0.21
H -1.16 -0.38 2.19  0.19
H -2.83 0.49 1.58  0.33
H -1.61 3.89 1.26  0.59
H -0.13 5.00 1.31  -0.13
H -2.67 6.45 -0.02  0.35
H -1.52 6.87 1.40  0.25
H -4.80 6.36 0.80  0.36
H -2.95 3.90 -0.78  0.44
H -2.42 5.35 -1.84  0.42
H -3.62 5.41 -3.91  0.21
H -4.45 4.34 -6.29  0.29
H -4.03 1.59 -6.91  0.29
H -1.60 -0.86 -4.58  0.24
H -3.47 -1.07 -4.61  0.28
H -2.63 -0.72 -6.26  0.33
H -1.77 1.13 -2.65  -0.20
H 3.78 3.77 0.46  0.32
H 2.02 5.00 1.26  0.19
H 3.70 6.33 -4.30  0.39
H 4.94 4.00 -1.65  0.42
C -0.84 -5.27 -0.45  -1.03
C -0.97 -6.56 -0.11  0.36
C -0.95 -6.99 1.31  0.86
O -1.09 -8.18 1.59  -0.64
C -0.75 -5.96 2.34  -0.56
C -0.62 -4.68 2.01  0.17
C -0.67 -4.24 0.58  0.63
O -0.56 -3.05 0.31  -0.33
O -0.43 -3.71 2.97  -0.63
O -1.14 -7.53 -1.08  -0.56
H -0.86 -4.94 -1.48  0.45
H -0.72 -6.29 3.37  0.80
H -0.36 -2.86 2.48  0.25
H -1.21 -8.38 -0.59  0.35
C -2.55 -8.86 5.27  -0.79
C -3.21 -9.44 6.27  0.37
C -2.72 -9.37 7.67  0.80
O -3.36 -9.90 8.57  -0.60
C -1.45 -8.67 7.92  -0.84
C -0.78 -8.10 6.92  0.29
C -1.29 -8.14 5.52  0.86
O -0.66 -7.59 4.62  -0.62
O 0.42 -7.44 7.14  -0.59
O -4.40 -10.12 6.04  -0.56
H -2.90 -8.91 4.25  0.47
H -1.09 -8.64 8.94  0.42
H 0.70 -7.11 6.26  0.34
H -4.68 -10.45 6.92  0.35

Values from the calculation:
net charge	+1
M	1053.7	g mol⁻¹
strongest force on any atom	11.6	eV/A
gap between HOMO and LUMO	4.265	eV

Entry 3:
A structure of composition C37H44N5OSSiV, computed with ωB97M-V with the def2-TZVPD basis set.

Each line ends with the Mulliken charge.
Positions of all 90 atoms, in Å:
V 0.46 -0.09 -0.55  0.41
C 1.91 2.29 3.05  -2.37
C 0.58 1.58 3.08  1.23
C 0.54 0.25 3.53  1.19
C 1.82 -0.34 4.08  -2.41
C -0.68 -0.44 3.58  1.57
C -0.79 -1.84 4.13  -2.53
C -1.86 0.22 3.19  0.86
C -3.20 -0.47 3.26  -2.35
C -1.83 1.56 2.81  1.67
C -3.12 2.28 2.54  -2.57
C -0.61 2.26 2.78  1.06
C -0.64 3.74 2.53  -2.02
H 2.18 2.70 4.03  0.42
H 1.93 3.11 2.33  0.37
H 2.72 1.61 2.76  0.37
H 2.59 -0.44 3.31  0.23
H 1.69 -1.32 4.52  0.46
H 2.23 0.31 4.85  0.47
H -1.31 -1.84 5.09  0.56
H 0.17 -2.32 4.27  0.10
H -1.37 -2.48 3.46  0.39
H -3.92 0.13 3.82  0.44
H -3.16 -1.44 3.74  0.52
H -3.62 -0.61 2.26  0.28
H -3.61 2.57 3.48  0.47
H -3.83 1.65 2.01  0.50
H -2.99 3.18 1.96  0.42
H -1.23 4.24 3.30  0.46
H -1.11 3.98 1.57  0.04
H 0.35 4.20 2.54  0.32
C -2.87 1.81 -0.96  -0.19
Si -2.28 0.61 -2.27  -0.49
C -3.88 -0.07 -3.01  -1.48
C -1.38 1.53 -3.64  -0.68
N -1.22 -0.57 -1.56  0.88
C -1.24 -1.94 -1.77  -0.09
C -1.91 -2.59 -2.82  -0.51
C -1.82 -3.95 -3.03  -1.06
C -1.05 -4.75 -2.20  -1.00
C -0.37 -4.16 -1.14  -0.86
C -0.51 -2.80 -0.93  0.75
O 0.17 -2.12 0.13  0.98
C 0.97 -2.82 1.03  0.04
C 2.28 -2.39 1.21  0.03
C 3.09 -3.05 2.12  -1.06
C 2.60 -4.13 2.83  -0.78
C 1.29 -4.54 2.65  -1.01
C 0.46 -3.88 1.75  -0.16
H -3.19 2.76 -1.41  0.46
H -2.14 2.04 -0.18  -0.44
H -3.75 1.38 -0.47  0.28
H -4.57 0.78 -3.06  0.44
H -4.34 -0.82 -2.37  0.42
H -3.80 -0.47 -4.02  0.42
H -2.06 2.17 -4.21  0.44
H -0.94 0.82 -4.35  0.29
H -0.57 2.16 -3.26  0.00
H -2.47 -1.99 -3.53  0.36
H -2.35 -4.40 -3.86  0.41
H -0.95 -5.81 -2.37  0.44
H 0.26 -4.77 -0.50  0.48
H 2.67 -1.54 0.65  0.61
H 4.11 -2.71 2.26  0.45
H 3.24 -4.65 3.54  0.43
H 0.90 -5.37 3.22  0.43
H -0.57 -4.19 1.62  0.72
S 0.60 2.39 -0.37  0.27
C 0.94 3.57 -1.53  -0.35
N 0.47 4.83 -1.23  0.18
C 0.70 5.91 -2.00  -0.02
C 1.39 5.75 -3.16  -0.96
C 1.82 4.45 -3.45  -0.01
N 1.60 3.40 -2.68  -0.18
H -0.05 4.91 -0.36  0.09
H 0.29 6.84 -1.64  0.45
H 1.60 6.58 -3.82  0.41
H 2.36 4.26 -4.37  0.46
N 4.16 -4.71 -3.21  -0.47
C 3.76 -3.63 -3.19  -0.15
C 3.27 -2.29 -3.16  -0.29
C 3.67 -1.34 -4.10  -0.48
C 3.15 -0.06 -4.00  -1.12
C 2.24 0.22 -3.00  0.15
N 1.90 -0.68 -2.06  0.89
C 2.39 -1.91 -2.15  -0.23
H 4.37 -1.61 -4.87  0.53
H 3.41 0.71 -4.71  0.47
H 1.81 1.20 -2.90  0.18
H 2.07 -2.63 -1.41  0.64

Values from the calculation:
net charge	+1
⟨S²⟩	3.7605
M	685.9	g mol⁻¹
multiplicity	4
strongest force on any atom	0.5	eV/A
ΔE to the lowest compared entry with this formula, charge and spin	12.1	kcal/mol
gap between HOMO and LUMO (alpha / beta)	5.803 / 6.115	eV

Entry 4:
A structure of composition C37H45AsN8OSTi, computed with ωB97M-V with the def2-TZVPD basis set.

Each line ends with the Mulliken charge.
Positions of all 94 atoms, in Å:
Ti -0.30 -0.97 0.64  -2.49
C 4.11 -4.04 2.32  -0.52
C 2.85 -4.60 2.52  -0.93
C 1.76 -4.12 1.83  0.64
C 1.90 -3.08 0.90  -0.68
C 3.16 -2.53 0.70  -0.53
C 4.25 -3.00 1.41  -0.67
N 0.77 -2.62 0.17  0.83
C 0.12 -3.59 -0.58  0.15
C 0.67 -4.74 -1.14  -0.61
C -0.12 -5.57 -1.92  -0.75
C -1.46 -5.26 -2.16  -0.69
C -2.02 -4.12 -1.60  -0.74
C -1.23 -3.30 -0.81  0.35
N -1.62 -2.15 -0.14  2.65
N -2.96 -1.82 -0.28  -1.63
C -3.22 -0.83 0.52  0.18
C -4.55 -0.29 0.65  -1.04
C -4.81 0.60 1.63  -0.35
C -3.76 1.02 2.51  -1.35
C -2.51 0.57 2.27  -0.14
N -2.19 -0.30 1.27  0.64
H 4.97 -4.42 2.86  0.38
H 2.73 -5.42 3.22  0.38
H 0.77 -4.55 1.97  0.52
H 3.27 -1.73 -0.03  0.56
H 5.23 -2.56 1.24  0.40
H 1.71 -4.99 -0.96  0.48
H 0.31 -6.47 -2.35  0.41
H -2.06 -5.92 -2.77  0.40
H -3.06 -3.87 -1.76  0.46
H -5.30 -0.65 -0.03  0.52
H -5.81 1.00 1.76  0.41
H -3.94 1.73 3.31  0.45
H -1.67 0.92 2.86  0.31
C -1.11 -0.44 -2.46  -0.67
N -0.16 -0.15 -1.38  1.47
C 1.03 0.25 -1.66  -0.65
C 1.97 0.46 -0.61  -0.17
C 3.26 0.96 -0.63  -1.19
C 3.68 1.00 0.71  -1.22
C 2.61 0.52 1.45  -0.64
N 1.56 0.18 0.67  2.04
C -0.95 0.35 -3.73  -0.95
C -0.86 -0.30 -4.95  -0.43
C -0.76 0.41 -6.14  -0.77
C -0.73 1.80 -6.11  -0.63
C -0.81 2.46 -4.90  -0.74
C -0.92 1.75 -3.72  0.64
H -2.12 -0.30 -2.06  0.29
H -1.04 -1.51 -2.69  0.27
H 1.34 0.44 -2.69  0.58
H 3.83 1.24 -1.51  0.50
H 4.63 1.33 1.09  0.51
H 2.58 0.40 2.52  0.14
H -0.88 -1.38 -4.97  0.51
H -0.69 -0.11 -7.08  0.39
H -0.65 2.36 -7.04  0.39
H -0.79 3.55 -4.87  0.37
H -0.99 2.27 -2.77  0.61
C -0.63 -1.47 5.40  -1.29
As 0.60 -0.87 4.06  0.94
C 2.32 -1.63 4.42  -0.72
C 0.70 1.05 4.19  -1.01
O 0.01 -1.40 2.60  0.49
H -0.31 -1.13 6.39  0.41
H -0.67 -2.56 5.37  0.38
H -1.61 -1.06 5.16  0.33
H 2.20 -2.56 4.97  0.42
H 2.92 -0.93 5.01  0.45
H 2.80 -1.84 3.47  -0.06
H 1.64 1.33 4.67  0.42
H -0.14 1.42 4.78  0.47
H 0.67 1.48 3.19  0.05
C -2.67 2.95 -0.84  -1.18
N -1.55 3.85 -1.06  0.66
C -1.98 5.18 -1.50  -1.23
C -0.46 3.76 -0.22  0.22
S -0.52 2.86 1.18  -0.25
N 0.66 4.37 -0.65  0.13
C 1.83 4.45 0.20  -0.99
C 0.94 4.63 -2.06  -1.07
H -3.28 2.93 -1.74  0.39
H -3.29 3.27 0.01  0.40
H -2.31 1.95 -0.62  -0.01
H -2.75 5.57 -0.83  0.35
H -2.41 5.12 -2.51  0.31
H -1.15 5.88 -1.52  0.41
H 1.53 4.53 1.24  0.36
H 2.41 5.34 -0.09  0.34
H 2.46 3.56 0.09  0.29
H 0.11 4.31 -2.68  0.20
H 1.83 4.06 -2.35  0.37
H 1.13 5.69 -2.24  0.37

Values from the calculation:
M	772.7	g mol⁻¹
strongest force on any atom	1.0	eV/A
ΔE to the lowest compared entry with this formula, charge and spin	5.1	kcal/mol
gap between HOMO and LUMO (alpha / beta)	6.362 / 6.359	eV

Entry 5:
A cluster of 5 separate species, C37H45FIN6O12 in total, computed with ωB97M-V with the def2-TZVPD basis set.

Each line ends with the Mulliken charge.
Positions of all 102 atoms, in Å:
C 5.40 -1.94 1.88  -0.66
C 6.06 -0.99 0.71  -0.33
O 5.06 -0.39 -0.21  -0.37
C 5.00 1.07 0.03  -0.17
C 3.91 1.81 -0.99  -0.20
O 3.46 3.13 -0.45  -0.43
C 2.38 2.90 0.52  0.13
C 2.63 3.67 1.98  -0.55
O 2.12 2.74 3.01  -0.40
C 0.68 2.99 3.15  -0.56
C -0.23 1.64 3.35  0.21
C -1.46 1.64 2.25  -1.28
N -2.32 0.40 2.25  0.45
C -2.38 -0.29 0.91  -0.62
C -3.00 0.62 -0.31  0.16
O -3.53 1.84 -0.21  -0.48
I -2.97 -0.32 -2.33  0.11
C -1.99 -0.55 3.38  -0.51
C -0.39 -0.77 3.67  -0.72
N 0.51 0.33 3.18  0.22
F 0.79 0.07 1.86  -0.14
H 4.25 -1.75 2.07  0.08
H 5.55 -3.07 1.59  0.27
H 6.03 -1.76 2.87  0.26
H 6.70 -0.13 1.20  0.28
H 6.83 -1.68 0.11  0.31
H 6.06 1.55 -0.12  0.27
H 4.56 1.21 1.12  0.26
H 4.44 2.02 -2.03  0.34
H 2.97 1.14 -1.23  0.02
H 2.40 1.75 0.78  -0.01
H 1.31 3.12 0.09  0.18
H 3.78 3.90 2.14  0.26
H 2.09 4.71 1.94  0.34
H 0.20 3.61 2.27  0.37
H 0.55 3.65 4.14  0.28
H -0.69 1.69 4.43  0.42
H -0.95 1.83 1.19  0.38
H -2.12 2.57 2.48  0.27
H -3.13 -1.21 1.04  0.47
H -1.34 -0.79 0.61  0.37
H -2.58 -0.28 4.38  0.21
H -2.42 -1.62 3.06  0.43
H -0.01 -1.82 3.28  0.37
H -0.25 -0.81 4.86  0.33
H 1.45 0.31 3.68  0.43
C -0.18 0.68 -5.18  -0.27
C 0.79 0.67 -4.18  -0.09
C 2.15 0.73 -4.52  -0.18
C 2.52 0.80 -5.87  -0.18
C 1.54 0.80 -6.88  -0.29
C 0.19 0.74 -6.53  -0.59
N 3.94 0.89 -6.23  1.07
O 4.77 0.87 -5.32  -0.59
O 4.22 0.99 -7.44  -0.60
H -1.23 0.63 -4.91  0.18
H 0.50 0.62 -3.14  0.30
H 2.89 0.72 -3.73  0.42
H 1.82 0.85 -7.93  0.44
H -0.57 0.74 -7.30  0.37
C 7.11 -1.67 -6.79  -0.27
C 7.06 -0.63 -7.73  -0.11
C 7.91 -0.65 -8.84  -0.56
C 8.81 -1.72 -9.00  0.04
C 8.86 -2.75 -8.05  -0.34
C 8.01 -2.72 -6.95  -0.47
N 9.69 -1.76 -10.17  0.96
O 9.62 -0.82 -10.98  -0.58
O 10.44 -2.73 -10.29  -0.58
H 6.44 -1.65 -5.93  0.38
H 6.35 0.18 -7.60  0.31
H 7.86 0.16 -9.56  0.42
H 9.56 -3.58 -8.16  0.42
H 8.04 -3.52 -6.21  0.36
C -7.57 3.81 3.48  -0.39
C -7.70 3.48 4.83  -0.51
C -7.10 2.32 5.33  -0.44
C -6.35 1.51 4.47  0.21
C -6.22 1.84 3.11  -0.15
C -6.83 2.99 2.62  -0.63
N -5.69 0.31 4.99  1.02
O -5.85 0.04 6.19  -0.63
O -5.02 -0.37 4.20  -0.51
H -8.04 4.72 3.10  0.39
H -8.28 4.12 5.50  0.38
H -7.21 2.08 6.38  0.44
H -5.65 1.21 2.43  0.43
H -6.74 3.26 1.57  0.41
C -8.06 -3.88 6.44  -0.61
C -8.59 -4.97 5.76  -0.40
C -8.47 -5.06 4.37  -0.45
C -7.80 -4.04 3.67  -0.14
C -7.27 -2.94 4.36  -0.14
C -7.40 -2.86 5.75  -0.13
N -7.64 -4.14 2.22  0.97
O -8.13 -5.12 1.65  -0.58
O -7.01 -3.24 1.65  -0.60
H -8.16 -3.82 7.52  0.38
H -9.11 -5.76 6.30  0.38
H -8.89 -5.92 3.85  0.43
H -6.75 -2.14 3.83  0.48
H -7.00 -2.01 6.29  0.37

Values from the calculation:
net charge	+1
M	911.7	g mol⁻¹
strongest force on any atom	8.9	eV/A
gap between HOMO and LUMO	7.618	eV